1.
C19H18N4O3S2 | the ωB97M-V functional and the def2-TZVPD basis

Summary:
SMILES string: CCc1nnc(NC(=O)c2cccc(S(=O)(=O)N3CCc4ccccc43)c2)s1
energy relative to the best compared isomer or geometry (same formula, charge and spin): 21.8 kcal/mol
LUMO energy: 0.14 eV
gap between HOMO and LUMO: 8.491 eV
energy: -1975.94635 Eh

Geometry (Å):
C1 -0.54894 2.48649 -3.92615
C2 0.68266 3.04227 -3.22189
C3 0.57690 2.91918 -1.74965
N1 -0.37796 2.35031 -1.11681
N2 -0.25712 2.34607 0.20245
C4 0.81729 2.91557 0.62311
N3 1.19800 3.02208 1.93161
C5 0.83996 2.18440 2.96966
O1 1.02005 2.52291 4.11397
C6 0.30229 0.85657 2.56838
C7 -0.79477 0.32311 3.23525
C8 -1.27008 -0.93433 2.90361
C9 -0.65114 -1.67333 1.90807
C10 0.44570 -1.14097 1.25805
S1 1.30668 -2.03186 -0.05016
O2 1.93781 -1.05269 -0.88331
O3 2.11940 -3.06183 0.52508
N4 0.11237 -2.79686 -0.92767
C11 -0.19185 -4.20926 -0.70262
C12 -1.72418 -4.34922 -0.81479
C13 -2.17406 -2.95413 -1.14982
C14 -3.43701 -2.45333 -1.37619
C15 -3.58163 -1.09414 -1.63220
C16 -2.47781 -0.25856 -1.66115
C17 -1.20057 -0.75511 -1.44305
C18 -1.06738 -2.10543 -1.19000
C19 0.93505 0.10460 1.58352
S2 1.82226 3.56371 -0.67516
H1 -0.44256 2.59963 -5.00185
H2 -0.67299 1.43362 -3.69094
H3 -1.44018 3.01622 -3.60177
H4 1.57668 2.50173 -3.54746
H5 0.82909 4.09581 -3.47847
H6 1.72293 3.84624 2.20032
H7 -1.26995 0.90493 4.01010
H8 -2.12545 -1.34013 3.42153
H9 -1.01702 -2.65237 1.64384
H10 0.20386 -4.51158 0.26903
H11 0.32308 -4.79541 -1.46859
H12 -1.99844 -5.05452 -1.59994
H13 -2.17714 -4.69765 0.11642
H14 -4.29909 -3.10326 -1.34697
H15 -4.56667 -0.68868 -1.80651
H16 -2.59805 0.79732 -1.84422
H17 -0.33760 -0.11184 -1.46413
H18 1.80901 0.46118 1.06101

Löwdin atomic charge list, values in e, 5 entries: number 1, C, carries -0.097; number 2, C, carries -0.246; number 3, C, carries -0.588; number 4, N, carries 0.013; number 5, N, carries 0.045

***

2.
C19H18N6O4Pt | the ωB97M-V functional and the def2-TZVPD basis

Summary:
energy relative to the best compared isomer or geometry (same formula, charge and spin): 0.6 kcal/mol
LUMO energy: 0.13 eV
gap between HOMO and LUMO: 7.463 eV
energy: -1483.65957 Eh

Geometry (Å):
Pt1 -0.19929 -0.44965 -0.10145
O1 2.20298 3.32352 -0.67776
C1 2.86967 3.22498 0.49120
C2 3.80114 4.22567 0.77218
C3 4.52430 4.19953 1.94559
C4 4.33631 3.17240 2.86811
C5 3.41842 2.18102 2.59354
C6 2.67000 2.18443 1.41237
C7 1.70144 1.09619 1.15927
O2 1.01264 1.15593 0.04009
N1 1.56787 0.14827 2.03754
N2 0.63196 -0.78806 1.61918
C8 0.45564 -1.84347 2.32701
C9 -0.47762 -2.89777 2.02152
C10 -0.51235 -3.97220 2.93492
C11 -1.36917 -5.03195 2.79169
C12 -2.24508 -5.03824 1.69790
C13 -2.23967 -4.01305 0.78776
C14 -1.35393 -2.91662 0.90199
O3 -1.43239 -2.00674 -0.03686
H1 1.61052 2.54586 -0.73444
H2 3.93397 5.01342 0.04258
H3 5.24412 4.98341 2.14536
H4 4.90273 3.15026 3.78905
H5 3.25578 1.37052 3.29006
H6 1.05825 -1.92391 3.22699
H7 0.17100 -3.94230 3.77620
H8 -1.36995 -5.84259 3.50682
H9 -2.93517 -5.86247 1.56455
H10 -2.91010 -4.01323 -0.06174
C15 -4.16721 1.61790 -3.16735
N3 -2.77663 1.28596 -2.94021
C16 -1.92012 0.81108 -4.00559
C17 -0.80046 0.09482 -3.24689
O4 0.15195 -0.40123 -3.78392
N4 -1.12905 0.14179 -1.89324
C18 -2.28964 0.79166 -1.78564
N5 -2.94021 0.90751 -0.62508
H11 -4.23716 2.23224 -4.06239
H12 -4.56612 2.20044 -2.33984
H13 -4.78066 0.72217 -3.29814
H14 -1.51353 1.62375 -4.60751
H15 -2.43500 0.10196 -4.65835
H16 -2.40161 0.59313 0.18049
H17 -3.58125 1.66954 -0.48795
N6 2.52661 -2.07375 -2.30458
C19 1.53838 -1.56627 -1.91928
H18 2.99769 -2.18586 -3.18574

Löwdin atomic charge list, values in e, 5 entries: number 1, Pt, carries 1.164; number 2, O, carries 0.061; number 3, C, carries -0.262; number 4, C, carries -0.018; number 5, C, carries -0.086

***

3.
C19H18N8O | the ωB97M-V functional and the def2-TZVPD basis

Summary:
SMILES string: Cc1nc(-c2ccccc2)c(-c2ccnc(NC(=O)CCn3cnnn3)c2)[nH]1
energy relative to the best compared isomer or geometry (same formula, charge and spin): 0.0 kcal/mol
LUMO energy: 0.36 eV
gap between HOMO and LUMO: 8.197 eV
energy: -1248.11506 Eh

Geometry (Å):
C1 -3.77643 2.31713 -3.05792
C2 -3.38838 1.39213 -1.97654
N1 -4.21982 0.83254 -1.14009
C3 -3.43903 0.03087 -0.31286
C4 -4.03494 -0.70986 0.86056
C5 -3.19041 -0.92087 1.98738
C6 -3.73223 -1.58198 3.14867
C7 -5.11450 -1.98057 3.19044
C8 -5.84976 -1.74261 2.04225
C9 -5.33201 -1.13725 0.90624
C10 -2.09455 0.07585 -0.73086
C11 -0.87188 -0.66623 -0.32245
C12 -0.90849 -1.97929 0.13545
C13 0.31081 -2.61416 0.48383
N2 1.50490 -2.02277 0.29109
C14 1.53287 -0.78426 -0.19654
N3 2.80695 -0.37066 -0.41449
C15 3.22313 0.54835 -1.35879
O1 2.43371 1.22931 -2.02215
C16 4.72062 0.68354 -1.58917
C17 5.29812 1.78187 -0.68620
N4 5.83669 1.19934 0.55474
C18 7.11766 1.39455 1.02762
N5 7.16358 0.97297 2.25525
N6 5.94861 0.44015 2.52478
N7 5.12681 0.57919 1.53943
C19 0.36357 -0.05628 -0.45276
N8 -2.07681 0.93922 -1.78748
H1 -4.60140 1.85996 -3.59984
H2 -4.04594 3.26795 -2.58355
H3 -2.93983 2.47839 -3.73936
H4 -2.17370 -0.56450 1.98193
H5 -3.06884 -1.74298 4.00348
H6 -5.50945 -2.47210 4.06591
H7 -6.88263 -2.06047 2.01516
H8 -5.98075 -0.93354 0.06965
H9 -1.79681 -2.50196 0.23174
H10 0.22115 -3.66656 0.76883
H11 3.49376 -0.95901 0.05588
H12 4.89065 0.94431 -2.64063
H13 5.18967 -0.25806 -1.32488
H14 6.11471 2.21861 -1.25824
H15 4.55309 2.57243 -0.43930
H16 7.97095 1.76638 0.49697
H17 0.44563 1.00607 -0.69961
H18 -1.23906 1.19487 -2.30355

Löwdin atomic charge list, values in e, 5 entries: number 1, C, carries -0.019; number 2, C, carries -0.377; number 3, N, carries 0.159; number 4, C, carries -0.148; number 5, C, carries -0.169

***

4.
C19H19B2F4InN5O5S | the ωB97M-V functional and the def2-TZVPD basis

Summary:
total charge: +1
energy relative to the best compared isomer or geometry (same formula, charge and spin): 50.0 kcal/mol
LUMO energy: -5.88 eV
gap between HOMO and LUMO: 6.356 eV
energy: -2422.59853 Eh

Geometry (Å):
In1 -0.03780 0.42637 1.05771
C1 -0.45121 -1.14618 5.17639
C2 -0.25832 -1.03244 3.72258
N1 -0.16556 0.21473 3.25032
O1 -0.33846 1.24383 4.19525
B1 -1.71048 1.69496 4.05998
F1 -2.11518 2.57065 5.03521
F2 -2.60225 0.57267 4.02155
O2 -1.76097 2.36486 2.74693
N2 -1.83422 1.50169 1.62936
C3 -3.06175 0.94912 1.47437
C4 -4.26343 1.50246 2.18517
C5 -3.06360 -0.07016 0.52592
N3 -1.91770 -0.49065 0.11973
O3 -1.95564 -1.64937 -0.58159
B2 -1.62213 -2.86382 0.21803
F3 -2.38595 -2.88954 1.40809
F4 -1.90894 -4.01594 -0.49626
O4 -0.20691 -2.84534 0.61017
N4 0.12519 -1.84734 1.53201
C6 -0.24914 -2.08002 2.78055
C7 -0.51121 -3.53325 3.18284
C8 -4.34899 -0.74590 0.13626
H1 -1.25046 -0.46069 5.45284
H2 0.55030 -0.80727 5.60503
H3 -0.63333 -2.19283 5.63569
H4 -3.93992 2.24916 2.92509
H5 -4.80434 0.72665 2.81736
H6 -5.04287 2.06110 1.56337
H7 -0.99688 -3.99649 2.35688
H8 -1.27280 -3.51598 3.95296
H9 0.34507 -4.09428 3.54389
H10 -4.18799 -1.20157 -0.81207
H11 -5.25826 -0.13803 0.11663
H12 -4.58822 -1.53960 0.86250
N5 2.25360 3.48399 1.96948
C9 2.19797 2.65149 1.19041
C10 4.99394 1.79204 -7.63288
C11 3.63923 1.45886 -7.13490
O5 2.57985 2.12464 -7.12441
S1 3.86808 -0.03131 -6.26310
C12 3.10913 0.39751 -4.74964
C13 3.08715 -0.72150 -3.88818
C14 2.65413 -0.58351 -2.51849
C15 2.49226 0.69352 -1.90587
C16 2.63592 1.82775 -2.79454
C17 2.83994 1.70314 -4.17244
C18 2.09646 0.96883 -0.61631
C19 1.92516 1.64738 0.47437
H13 5.75146 1.34934 -7.01825
H14 5.17967 2.86915 -7.64476
H15 5.14370 1.40931 -8.66448
H16 3.17779 -1.74772 -4.29596
H17 2.47778 -1.54455 -2.04230
H18 2.82711 2.78822 -2.33987
H19 2.79402 2.54185 -4.83863

Löwdin atomic charge list, values in e, 5 entries: number 1, In, carries 1.184; number 2, C, carries 0.028; number 3, C, carries -0.207; number 4, N, carries 0.028; number 5, O, carries 0.091

***

no.,F_max (eV/Å)
1,1.65
2,0.78
3,2.77
4,11.83